# C38H28F10HfN11O4S3

A molecular structure, C38H28F10HfN11O4S3 in a non-equilibrium geometry (ωB97M-V/def2-TZVPD, the OMol25 dataset).

Properties
frontier orbital gap: 0.2677 Ha
net charge: -1
energy relative to the best compared isomer or geometry (same formula, charge and spin): 17.9 kcal per mole
2S+1: 1
E_tot: -125432.403 eV
HOMO: -5.28 eV

Each line ends with the Mulliken charge.
CARTESIAN COORDINATES (ANGSTROEM)
1 Hf -0.088 0.214 0.632  0.569
2 C 2.787 2.165 0.394  -0.905
3 N 1.679 2.007 1.366  0.934
4 C 0.906 3.268 1.506  -1.181
5 C -0.513 3.059 1.978  -1.180
6 N -1.176 2.096 1.101  1.093
7 C -2.514 2.274 0.849  -0.167
8 C -3.430 3.054 1.558  0.666
9 F -3.077 3.681 2.697  -0.389
10 C -4.754 3.188 1.174  0.130
11 F -5.569 3.959 1.901  -0.335
12 C -5.250 2.528 0.077  0.699
13 F -6.527 2.666 -0.293  -0.353
14 C -4.390 1.711 -0.631  -0.094
15 F -4.824 1.051 -1.707  -0.357
16 C -3.086 1.604 -0.231  -0.064
17 F -2.269 0.799 -0.933  -0.028
18 C 2.295 1.682 2.655  -1.889
19 C 1.368 0.987 3.599  -1.349
20 N 0.704 -0.118 2.915  0.489
21 C 0.279 -1.107 3.779  -0.578
22 C 0.146 -1.005 5.180  0.275
23 F 0.281 0.176 5.820  -0.340
24 C -0.208 -2.064 5.999  -0.029
25 F -0.302 -1.862 7.316  -0.326
26 C -0.486 -3.307 5.492  0.473
27 F -0.813 -4.327 6.291  -0.336
28 C -0.425 -3.458 4.124  -0.059
29 F -0.694 -4.641 3.567  -0.293
30 C -0.069 -2.397 3.329  0.176
31 F -0.048 -2.643 2.022  0.892
32 H 3.598 2.755 0.839  0.446
33 H 3.177 1.180 0.122  0.103
34 H 2.447 2.670 -0.496  0.234
35 H 1.424 3.943 2.198  0.373
36 H 0.867 3.747 0.544  0.447
37 H -0.559 2.753 3.023  0.143
38 H -0.987 4.036 1.913  0.851
39 H 3.152 1.048 2.474  0.620
40 H 2.678 2.595 3.122  0.370
41 H 2.001 0.614 4.406  0.992
42 H 0.671 1.692 4.051  0.352
43 N -0.763 4.014 -7.757  -0.566
44 C -0.594 3.745 -6.400  1.094
45 C 0.650 3.939 -5.788  -0.845
46 C 0.811 3.705 -4.437  -0.388
47 C -0.269 3.266 -3.688  -0.721
48 C -1.517 3.104 -4.265  -0.526
49 C -1.678 3.341 -5.619  -0.782
50 S -0.112 3.077 -1.940  1.521
51 O 0.959 3.995 -1.613  -0.893
52 O -1.424 3.362 -1.435  -0.720
53 N 0.347 1.546 -1.398  -0.042
54 C 0.765 0.567 -2.254  0.338
55 N 0.764 0.731 -3.584  -0.328
56 C 1.093 -0.306 -4.332  -0.550
57 C 1.454 -1.530 -3.794  -1.276
58 C 1.488 -1.582 -2.418  0.367
59 N 1.182 -0.554 -1.626  0.276
60 H 0.067 3.986 -8.321  0.211
61 H -1.561 3.587 -8.194  0.216
62 H 1.487 4.289 -6.384  0.276
63 H 1.768 3.862 -3.955  0.474
64 H -2.353 2.792 -3.648  0.517
65 H -2.655 3.222 -6.078  0.300
66 H 1.070 -0.140 -5.408  0.433
67 H 1.696 -2.395 -4.396  0.505
68 H 1.810 -2.496 -1.934  0.270
69 S -2.239 -0.472 2.103  -0.335
70 C -3.066 -1.731 1.252  1.017
71 C -4.294 -2.189 1.858  -0.353
72 N -5.266 -2.535 2.369  -0.594
73 C -2.637 -2.288 0.103  0.894
74 S -1.160 -1.835 -0.716  -0.024
75 C -3.387 -3.344 -0.525  -0.416
76 N -3.962 -4.185 -1.066  -0.647
77 O -0.023 -4.630 -1.183  -0.533
78 C 0.260 -5.288 0.037  -0.027
79 N 1.546 -5.933 -0.055  -0.048
80 C 2.780 -5.355 0.007  0.010
81 O 3.777 -5.959 -0.362  -0.692
82 C 2.943 -3.963 0.568  -0.030
83 C 4.127 -3.712 1.255  -0.830
84 C 4.364 -2.437 1.725  -1.441
85 C 3.418 -1.454 1.478  0.077
86 N 2.283 -1.664 0.821  1.153
87 C 2.066 -2.907 0.378  -1.974
88 H -0.573 -3.850 -1.013  -0.132
89 H -0.474 -6.064 0.237  0.324
90 H 0.249 -4.599 0.879  0.022
91 H 1.566 -6.795 -0.578  0.269
92 H 4.834 -4.519 1.394  0.508
93 H 5.262 -2.198 2.281  0.474
94 H 3.592 -0.452 1.829  0.055
95 H 1.129 -3.048 -0.136  2.038

# C38H28N6O5S2SnTe

A molecular structure, C38H28N6O5S2SnTe (ωB97M-V/def2-TZVPD, the OMol25 dataset).

Properties
frontier orbital gap: 0.1656 Ha
net charge: -2
energy relative to the best compared isomer or geometry (same formula, charge and spin): 25.9 kcal per mole
2S+1: 1
E_tot: -93835.645 eV
HOMO: -1.06 eV

Each line ends with the Mulliken charge.
CARTESIAN COORDINATES (ANGSTROEM)
1 Sn -0.023 1.048 0.865  0.703
2 C -3.759 2.949 -1.013  -0.794
3 C -3.549 2.951 -2.388  -0.713
4 C -2.405 2.361 -2.891  -0.967
5 C -1.453 1.783 -2.039  0.658
6 C -1.644 1.768 -0.644  0.465
7 C -2.826 2.356 -0.175  -0.246
8 C -0.237 1.189 -2.657  0.311
9 C 0.182 1.512 -3.954  -0.968
10 C 1.236 0.820 -4.515  -1.347
11 C 1.859 -0.199 -3.803  1.999
12 C 2.896 -1.033 -4.417  -0.727
13 C 3.364 -2.125 -3.819  -1.374
14 C 2.850 -2.523 -2.474  -0.242
15 C 2.099 -1.458 -1.635  0.177
16 C 1.429 -0.409 -2.490  -1.925
17 N 0.438 0.283 -1.947  1.124
18 H -4.641 3.424 -0.596  0.418
19 H -4.268 3.405 -3.061  0.330
20 H -2.275 2.335 -3.968  0.266
21 H -2.998 2.382 0.894  0.325
22 H -0.294 2.309 -4.505  0.458
23 H 1.570 1.046 -5.522  0.378
24 H 3.252 -0.736 -5.399  0.400
25 H 4.107 -2.754 -4.299  0.363
26 H 3.648 -2.970 -1.878  0.580
27 H 2.653 -0.971 -0.831  0.666
28 O -2.180 2.988 6.813  -0.716
29 C -1.597 2.693 5.785  0.515
30 C -0.505 1.667 5.644  0.047
31 O 0.050 1.071 6.555  -0.743
32 C -0.276 1.500 4.194  0.963
33 C -1.088 2.452 3.484  -0.027
34 O -1.154 2.528 2.207  -0.549
35 C -1.879 3.246 4.417  0.180
36 O -2.662 4.158 4.161  -0.791
37 O 0.456 0.658 3.635  -0.701
38 N 2.541 -2.164 3.445  -0.447
39 C 2.215 -2.829 2.302  0.329
40 N 1.834 -2.255 1.213  -0.132
41 C 1.638 -3.157 0.201  -1.598
42 C 1.904 -4.451 0.498  -0.566
43 S 2.361 -4.580 2.165  -0.294
44 C 1.162 -2.619 -1.119  1.981
45 C 1.622 -3.471 -2.353  -0.195
46 S 0.271 -3.279 -3.538  -0.448
47 C -0.759 -2.533 -2.258  0.139
48 N -0.245 -2.351 -1.120  -0.242
49 N -2.051 -2.218 -2.578  -0.446
50 H 2.147 -1.232 3.537  0.266
51 H 2.648 -2.692 4.291  0.231
52 H 1.839 -5.329 -0.121  0.386
53 H 1.830 -4.531 -2.226  0.659
54 H -2.253 -2.101 -3.556  0.280
55 H -2.446 -1.507 -1.978  0.294
56 C -5.875 -2.543 3.567  -1.459
57 C -4.625 -1.893 3.038  1.290
58 C -3.748 -2.580 2.207  -0.785
59 C -2.595 -1.948 1.762  -0.463
60 N -2.284 -0.694 2.081  0.333
61 C -3.122 -0.032 2.877  -0.318
62 C -4.290 -0.590 3.378  -1.180
63 H -6.280 -3.259 2.851  0.376
64 H -6.640 -1.798 3.786  0.370
65 H -5.663 -3.082 4.493  0.271
66 H -3.958 -3.600 1.902  0.378
67 H -1.885 -2.458 1.119  0.303
68 H -2.849 0.990 3.117  0.377
69 H -4.932 -0.004 4.026  0.427
70 Te 1.402 3.582 0.453  -0.126
71 C 3.203 3.166 -0.583  -0.517
72 C 3.275 2.202 -1.594  0.003
73 C 4.464 1.935 -2.262  -0.443
74 C 5.617 2.645 -1.950  -0.571
75 C 5.561 3.617 -0.958  -0.544
76 C 4.375 3.868 -0.281  -0.448
77 H 2.378 1.658 -1.864  0.710
78 H 4.484 1.171 -3.031  0.304
79 H 6.547 2.442 -2.470  0.359
80 H 6.453 4.180 -0.704  0.324
81 H 4.350 4.617 0.502  0.335